(1)
Molecular formula: C50H91N16O2
Method: DFT, ωB97M-V/def2-TZVPD

Energy in eV: -81190.807
Highest occupied orbital energy in eV: -17.6
Kohn-Sham gap in Ha: 0.2419
Energy relative to the best compared isomer or geometry (same formula, charge and spin) in eV: 0.000
Charge: +7
LUMO in eV: -11.010

```
159
C50H91N16O2 ωB97M-V/def2-TZVPD
C -0.2714 -5.8931 -0.7385
C -0.6151 -6.5514 0.6025
N -0.2470 -5.6117 1.6721
C 1.0441 -5.3181 2.0501
C 0.9769 -4.3069 3.0237
N -0.3722 -4.1866 3.3596
C -1.0803 -4.8853 2.4821
C -0.8248 -3.4894 4.5489
H -0.3195 -4.8078 -0.6490
H -0.8829 -6.2639 -1.5611
H 0.7165 -6.0792 -1.1598
H -0.0218 -7.4597 0.7078
H -1.7026 -6.5985 0.6601
H 1.9409 -5.7258 1.6075
H 1.7471 -3.7277 3.5112
H -2.1567 -4.9665 2.4454
H -0.2751 -2.5528 4.6414
H -0.7535 -4.1088 5.4430
H -1.8875 -3.3203 4.3755
C 10.8559 -4.7170 -5.0295
C 9.5688 -5.0236 -5.7453
N 8.5429 -5.0753 -4.6874
C 8.5571 -5.9049 -3.5592
C 7.4074 -5.5384 -2.8436
N 6.6543 -4.6031 -3.5796
C 7.4066 -4.2432 -4.6956
C 5.4553 -3.9055 -3.1237
H 11.2702 -5.4339 -4.3206
H 10.8568 -3.7834 -4.4669
H 11.6465 -4.6517 -5.7770
H 9.6632 -5.9193 -6.3593
H 9.2464 -4.2178 -6.4047
H 9.3844 -6.5680 -3.3536
H 7.1307 -5.8515 -1.8478
H 7.1495 -3.5521 -5.4848
H 4.8680 -4.5611 -2.4807
H 4.8509 -3.5900 -3.9741
H 5.7337 -2.9801 -2.6196
C 1.4450 4.9839 -2.3590
C 2.3043 4.5756 -3.5633
N 2.4580 5.6756 -4.5590
C 3.6186 5.6734 -5.3952
C 3.3577 6.6034 -6.4087
N 2.0024 7.0123 -6.3236
C 1.4945 6.4809 -5.1103
C 1.2750 7.9440 -7.2150
H 0.5188 5.5103 -2.5893
H 2.0811 5.5222 -1.6563
H 1.1044 4.1510 -1.7439
H 1.8536 3.7507 -4.1150
H 3.2427 4.3608 -3.0519
H 4.4314 5.0214 -5.1113
H 3.9095 6.9587 -7.2665
H 0.4848 6.5553 -4.7343
H 1.3254 7.6937 -8.2746
H 1.6773 8.9540 -7.1377
H 0.2249 7.9647 -6.9235
C -6.9282 -3.4948 -0.5818
C -6.1446 -4.3714 0.3831
N -6.5402 -4.0348 1.7388
C -6.1454 -2.9232 2.3606
C -6.6890 -2.8815 3.6741
N -7.6145 -3.8916 3.7377
C -7.4999 -4.6537 2.5708
C -8.4858 -4.1704 4.8202
H -6.5973 -3.5434 -1.6193
H -6.6881 -2.4621 -0.3289
H -8.0133 -3.5959 -0.6010
H -5.0594 -4.3042 0.3051
H -6.5081 -5.3830 0.2026
H -5.4242 -2.2718 1.8894
H -6.5699 -2.2228 4.5216
H -8.0850 -5.5246 2.3147
H -8.9562 -5.1396 4.6545
H -9.1768 -3.3286 4.7779
H -7.8226 -4.1672 5.6853
C 9.3184 -0.3019 6.5956
C 7.7809 -0.1966 6.6282
N 7.3206 0.5956 5.5185
C 7.7811 1.8476 5.2203
C 7.0467 2.3493 4.1417
N 6.1606 1.3611 3.7611
C 6.2269 0.3552 4.6520
C 5.1351 1.4411 2.7348
H 9.7458 -0.7145 5.6817
H 9.7407 -0.9908 7.3272
H 9.8146 0.6552 6.7563
H 7.3311 -0.0153 7.6044
H 7.3893 -1.1895 6.4076
H 8.6411 2.2583 5.7284
H 7.2433 3.2783 3.6273
H 5.6680 -0.5689 4.6438
H 5.1411 2.3978 2.2125
H 4.1592 1.2272 3.1706
H 5.3036 0.6395 2.0156
C -2.0212 -1.8091 -5.4567
C -2.2579 -0.3834 -5.8622
N -3.4918 -0.3305 -6.6980
C -4.5456 -1.2455 -6.8757
C -5.2889 -0.8283 -7.9398
N -4.7569 0.3864 -8.4068
C -3.6445 0.6578 -7.6138
C -5.0520 1.1279 -9.6254
H -1.1189 -1.8960 -4.8514
H -1.9318 -2.5035 -6.2922
H -2.8156 -2.2078 -4.8258
H -1.4460 -0.0122 -6.4877
H -2.4171 0.2797 -5.0119
H -4.6235 -2.1089 -6.2318
H -6.1404 -1.2909 -8.4167
H -2.9761 1.4803 -7.8216
H -6.1158 1.0084 -9.8310
H -4.4883 0.6268 -10.4123
H -4.7892 2.1777 -9.4951
C -8.0772 2.2273 0.1625
C -7.1112 3.0526 1.0193
N -6.6207 4.1478 0.2678
C -5.4687 4.1831 -0.4462
C -5.3929 5.3428 -1.2552
N -6.5577 5.9862 -1.0454
C -7.3203 5.2943 -0.1404
C -6.9399 7.2227 -1.6999
H -7.5338 1.9967 -0.7539
H -9.0708 2.6385 -0.0158
H -8.2968 1.2692 0.6336
H -6.1934 2.5323 1.2931
H -7.6537 3.4216 1.8898
H -4.7357 3.3954 -0.3536
H -4.6585 5.8405 -1.8710
H -8.3400 5.5215 0.1336
H -7.9694 7.3689 -1.3731
H -6.9938 7.1149 -2.7832
H -6.2613 8.0431 -1.4662
C 2.3538 4.6495 8.4821
C 2.4589 3.5663 7.3516
N 1.0973 2.8757 7.2328
C 0.3055 2.7746 6.0337
C -0.8367 1.9919 6.3913
N -0.7657 1.8159 7.7579
C 0.3951 2.3137 8.2757
C -1.7029 0.9975 8.5641
H 1.4346 5.2258 8.3773
H 3.1667 5.3520 8.2982
H 2.4602 4.1956 9.4673
H 3.3063 2.8980 7.5044
H 2.7234 4.0951 6.4359
H 0.7602 3.1381 5.1240
H -1.7533 1.7277 5.8849
H 0.6543 2.3683 9.3227
H -1.1325 0.1509 8.9463
H -2.4997 0.6790 7.8919
H -2.1072 1.6055 9.3734
C 0.4345 -0.5685 0.0443
C -1.0431 -0.4145 0.2474
O -1.4274 0.2855 1.1836
O -1.7976 -1.1010 -0.5001
H 0.7407 -1.4108 -0.5760
H 0.8090 -0.7215 1.0565
H 1.0109 0.2996 -0.2758
```

Results of the Löwdin charge analysis, in e, for atoms 1 through 6:
1. C -0.07
2. C -0.13
3. N -0.05
4. C 0.02
5. C 0.02
6. N -0.10



(2)
Molecular formula: C50H94F21N3O16
Method: DFT, ωB97M-V/def2-TZVPD

Energy in eV: -147647.789
Highest occupied orbital energy in eV: 0.7
Kohn-Sham gap in Ha: 0.0337
Charge: -4
LUMO in eV: 1.628

```
184
C50H94F21N3O16 ωB97M-V/def2-TZVPD
C 9.2398 -1.5677 -10.0663
C 9.8787 -0.9153 -8.8275
C 8.9269 -1.2109 -7.6155
C 9.7237 -0.6821 -6.3492
N 9.3899 -1.4475 -5.0643
C 9.7814 -0.6795 -3.7811
C 8.8650 -1.1695 -2.6539
C 7.5572 -1.6532 -3.3815
C 7.8542 -1.3593 -4.8630
C 9.9442 -2.9202 -4.9994
C 11.4412 -2.9675 -5.4746
C 12.0157 -4.3528 -5.1986
H 9.7725 -2.4747 -10.3522
H 9.2562 -0.8195 -10.8588
H 8.1678 -1.7593 -10.0198
H 9.8720 0.1671 -8.9559
H 10.9180 -1.2335 -8.7462
H 8.6699 -2.2702 -7.6165
H 7.9800 -0.6748 -7.6803
H 9.3050 0.3080 -6.1687
H 10.7890 -0.5681 -6.5494
H 10.8494 -0.8571 -3.6548
H 9.7362 0.3888 -3.9928
H 9.3354 -1.8514 -1.9456
H 8.5356 -0.2864 -2.1064
H 7.6875 -2.7349 -3.3487
H 6.5757 -1.4445 -2.9559
H 7.4265 -2.1359 -5.4971
H 7.5168 -0.3895 -5.2287
H 9.2983 -3.4473 -5.7016
H 9.6229 -3.2539 -4.0127
H 12.1667 -2.2877 -5.0278
H 11.5729 -2.7689 -6.5382
H 13.0710 -4.4085 -5.4658
H 11.5338 -5.0879 -5.8432
H 11.7097 -4.6523 -4.1962
C -1.1099 -0.5800 3.6559
C -2.5854 -1.0307 3.4232
O -3.4602 -0.1570 3.3870
N -2.7941 -2.5147 3.0470
H -3.1577 -2.5688 2.1063
H -1.9344 -3.0346 2.9441
C -3.6827 -3.2302 4.1371
H -0.6341 -0.6834 2.6807
H -0.5940 -1.0832 4.4737
H -1.1149 0.4631 3.9721
H -3.0901 -3.2442 5.0518
H -3.7091 -4.2718 3.8171
H -4.6234 -2.6903 4.2459
C -2.6008 1.3254 -4.9151
C -2.6834 0.7688 -6.3456
N -3.7184 1.4451 -7.3084
C -5.0843 1.3606 -6.6737
C -3.4133 2.9713 -7.4112
C -2.0312 3.3494 -7.8615
C -3.6360 0.6526 -8.6712
C -4.6072 1.0355 -9.7552
O -4.5482 2.4699 -9.9342
C -5.6026 2.9664 -10.7721
H -3.5773 1.4114 -4.4386
H -2.1558 2.3179 -4.9867
H -1.9159 0.7134 -4.3282
H -3.0208 -0.2641 -6.4320
H -1.6958 0.8156 -6.8045
H -5.7672 1.8629 -7.3588
H -5.1015 1.9315 -5.7453
H -5.3920 0.3639 -6.3575
H -3.5182 3.4879 -6.4571
H -4.1555 3.5239 -7.9873
H -1.8697 4.4188 -7.7257
H -1.7444 3.1367 -8.8913
H -1.2109 2.8908 -7.3092
H -3.8133 -0.3875 -8.3974
H -2.5735 0.7153 -8.9064
H -5.5835 0.7096 -9.3963
H -4.3674 0.5493 -10.7008
H -5.5602 2.7008 -11.8283
H -5.9472 3.9985 -10.7079
H -6.5362 2.5120 -10.4403
C 3.6664 6.5081 -3.7454
O 3.8566 6.3327 -5.1627
O 2.3216 6.9173 -3.4342
C 4.1727 5.2015 -2.9939
F 5.5370 5.2004 -2.7975
F 3.6007 5.0475 -1.7545
F 3.8811 4.0844 -3.6398
C 5.1450 6.2994 -5.7454
C 5.0313 6.1146 -7.2482
H 6.0261 5.9477 -7.6612
H 4.4075 5.2630 -7.5195
H 4.6343 7.0298 -7.6876
H 5.7065 5.4383 -5.3829
H 5.5839 7.2395 -5.4111
H 4.3164 7.3067 -3.3878
C 1.0816 -8.2551 5.2764
O -0.2818 -8.7028 5.5886
O 0.8739 -7.0137 4.6605
C 2.0656 -8.3364 6.5187
F 2.5545 -9.5089 6.6301
F 3.0697 -7.4990 6.4090
F 1.5888 -8.0773 7.7796
C -0.4222 -10.0827 6.0771
C -1.8433 -10.1683 6.5838
H -2.5611 -10.1440 5.7639
H -1.9843 -11.0492 7.2101
H -2.1323 -9.3417 7.2329
H 0.2473 -10.3430 6.8969
H -0.3596 -10.8032 5.2616
H 1.4399 -8.9355 4.5039
C -10.9323 -0.3382 7.8409
O -10.3328 0.9773 8.0361
O -11.7693 -0.5257 8.9173
C -11.6506 -0.4588 6.4001
F -12.3690 -1.5733 6.3569
F -12.4413 0.5262 5.9748
F -10.6897 -0.7502 5.4484
C -9.3599 1.4830 7.1052
C -8.8273 2.8369 7.6178
H -9.4599 3.6946 7.3891
H -8.6832 2.8498 8.6981
H -7.8287 2.9644 7.1997
H -9.6907 1.5808 6.0712
H -8.4733 0.8490 7.1119
H -10.0657 -0.9983 7.8033
C -1.2153 0.3172 12.2876
O -1.7151 1.5603 11.7875
O -1.6491 0.1500 13.6159
C -1.5633 -0.8809 11.1752
F -0.9608 -0.9325 9.9686
F -1.1957 -2.0139 11.6804
F -2.9243 -0.9931 10.9184
C -1.2933 2.0314 10.5056
C -1.2431 3.5401 10.6278
H -2.2783 3.8669 10.7256
H -0.6956 3.8859 11.5046
H -0.8417 4.0482 9.7510
H -1.9864 1.7097 9.7283
H -0.2705 1.8153 10.1968
H -0.1435 0.4786 12.4025
C -7.3854 -5.4935 -3.4872
O -8.1485 -4.8926 -4.4914
O -6.4854 -4.5743 -2.9748
C -8.3219 -6.1643 -2.4146
F -9.1124 -7.0704 -3.0383
F -7.6703 -6.7899 -1.4892
F -9.1271 -5.2629 -1.8066
C -8.1042 -5.5007 -5.7788
C -9.1737 -4.7477 -6.6237
H -9.3254 -5.0706 -7.6536
H -10.0646 -4.9598 -6.0325
H -8.9314 -3.6854 -6.6513
H -8.4435 -6.5359 -5.8171
H -7.0749 -5.5138 -6.1373
H -6.8010 -6.3468 -3.8315
C 6.2685 1.1068 10.2205
O 6.6012 0.7280 8.8787
O 7.4181 0.6786 10.9423
C 5.9276 2.6770 10.2770
F 5.4766 3.0930 11.4244
F 6.9086 3.5612 9.9309
F 4.9167 2.9846 9.5106
C 5.5242 0.1267 8.1054
C 5.9786 0.0572 6.6625
H 5.9450 1.0328 6.1774
H 6.9486 -0.4243 6.5393
H 5.2640 -0.5676 6.1268
H 4.6608 0.7903 8.0579
H 5.3246 -0.9328 8.2659
H 5.3721 0.5992 10.5768
C -3.2512 9.0238 2.9828
O -4.1219 8.3758 2.1248
O -2.7447 10.0760 2.2157
C -3.9809 9.2367 4.3780
F -5.1285 9.7976 4.3590
F -4.0043 8.0608 5.0731
F -3.2519 10.0318 5.1663
C -4.2665 6.9067 2.3372
C -5.2229 6.3883 1.2210
H -6.1486 6.9621 1.1793
H -4.8151 6.5392 0.2215
H -5.5515 5.3703 1.4306
H -4.8481 6.6149 3.2117
H -3.3668 6.2920 2.3648
H -2.4026 8.3905 3.2413
```

Results of the Löwdin charge analysis, in e, for atoms 1 through 6:
1. C -0.11
2. C -0.24
3. C -0.16
4. C -0.11
5. N -0.20
6. C -0.09



Look up the charge of the second one.
-4